[1]
Molecular formula: C51H65FN4O3S2SeSi2TcTe
Method: DFT, ωB97M-V/def2-TZVPD

Computed properties:
- Energy above the lowest of the compared OMol25 structures with the same formula, charge and spin: 1.86 kcal per mole
- Multiplicity: 2
- HOMO level (alpha / beta): -5.739 / -5.758 eV
- E_tot: -6652.677008 Eh
- HOMO-LUMO gap (alpha / beta): 3.83 / 3.85 eV

Positions of all 131 atoms, in Å:
Tc (0.1624, 0.9217, -0.0855)
C (-6.1784, 1.6161, 4.2949)
C (-5.7352, 0.2570, 3.7741)
N (-4.7661, 0.3698, 2.6858)
C (-3.4848, -0.0576, 2.8799)
C (-2.4775, 0.1113, 1.9942)
C (-1.2355, -0.7435, 2.1481)
O (-1.1338, -1.4235, 3.1596)
O (-0.4818, -0.8019, 1.1115)
C (-2.7489, 0.8681, 0.8094)
O (-1.9022, 1.3410, 0.0493)
C (-4.1674, 1.0005, 0.4578)
C (-4.5107, 1.2700, -0.8596)
C (-5.8262, 1.2733, -1.2265)
F (-6.1266, 1.4643, -2.5354)
C (-6.8522, 1.0697, -0.2913)
C (-6.4996, 0.8503, 1.0275)
C (-5.1562, 0.7488, 1.4107)
N (-8.2433, 1.0889, -0.6265)
C (-9.0544, -0.0307, -0.1446)
C (-10.4396, 0.5288, 0.2313)
N (-10.5880, 1.8139, -0.5313)
C (-10.2043, 1.5768, -1.9639)
C (-8.6673, 1.4275, -1.9880)
H (-6.9476, 1.4945, 5.0587)
H (-6.5822, 2.2356, 3.4927)
H (-5.3352, 2.1469, 4.7357)
H (-6.5917, -0.3326, 3.4384)
H (-5.2545, -0.3083, 4.5689)
H (-3.2899, -0.6085, 3.7925)
H (-3.7197, 1.4068, -1.5918)
H (-7.2807, 0.7271, 1.7651)
H (-8.5966, -0.4971, 0.7198)
H (-9.1498, -0.8001, -0.9194)
H (-10.5202, 0.7633, 1.2908)
H (-11.2459, -0.1429, -0.0536)
H (-9.8537, 2.4251, -0.1541)
H (-11.5045, 2.2403, -0.4181)
H (-10.5427, 2.4096, -2.5740)
H (-10.7119, 0.6726, -2.2910)
H (-8.2058, 2.3641, -2.2847)
H (-8.3939, 0.6678, -2.7234)
S (0.4645, 2.9588, -1.1506)
C (0.9606, 4.0752, 0.1144)
C (1.3988, 5.3581, -0.2355)
C (1.7943, 6.2611, 0.7343)
C (1.7432, 5.8987, 2.0796)
C (1.3080, 4.6347, 2.4343)
C (0.9242, 3.7095, 1.4578)
S (0.4259, 2.0916, 1.9310)
H (1.4455, 5.6176, -1.2871)
H (2.1481, 7.2435, 0.4461)
H (2.0528, 6.5969, 2.8474)
H (1.2785, 4.3343, 3.4753)
C (0.7873, 0.8453, -7.9955)
C (0.4419, 0.6071, -6.5463)
C (-0.3930, 1.4714, -5.8521)
C (-0.7578, 1.2428, -4.5283)
C (-1.7187, 2.1931, -3.8689)
C (-0.2597, 0.1133, -3.8627)
Se (-0.8434, -0.3334, -2.0843)
C (0.6014, -0.7657, -4.5425)
C (1.2100, -1.9977, -3.9087)
C (0.9324, -0.4987, -5.8708)
H (0.3089, 1.7514, -8.3676)
H (0.4586, 0.0095, -8.6164)
H (1.8655, 0.9501, -8.1328)
H (-0.7872, 2.3465, -6.3606)
H (-1.9032, 3.0566, -4.5103)
H (-1.3459, 2.5476, -2.9095)
H (-2.6728, 1.6892, -3.6817)
H (0.8625, -2.1456, -2.8887)
H (2.3004, -1.9148, -3.8949)
H (0.9547, -2.8880, -4.4882)
H (1.5940, -1.1895, -6.3877)
C (4.4223, 2.4669, -2.9241)
C (3.5457, 1.4988, -3.3898)
C (2.7636, 0.7780, -2.4959)
C (2.8576, 1.0242, -1.1420)
C (3.7453, 1.9824, -0.6640)
C (4.5126, 2.7119, -1.5562)
N (2.0150, 0.3283, -0.2054)
C (2.7455, -0.5218, 0.6680)
C (2.2900, -0.8447, 1.9469)
C (3.0627, -1.6237, 2.7971)
C (4.3047, -2.0915, 2.4025)
C (4.7571, -1.7960, 1.1219)
C (3.9869, -1.0332, 0.2625)
H (5.0371, 3.0261, -3.6182)
H (3.4593, 1.2982, -4.4512)
H (2.0729, 0.0290, -2.8412)
H (3.7995, 2.1656, 0.4028)
H (5.1785, 3.4803, -1.1831)
H (1.3488, -0.4675, 2.2962)
H (2.6838, -1.8466, 3.7867)
H (4.9147, -2.6759, 3.0800)
H (5.7152, -2.1703, 0.7826)
H (4.3491, -0.8276, -0.7356)
C (-4.5296, -4.7746, 1.6550)
Si (-3.1880, -4.3247, 0.4100)
C (-3.7875, -2.7695, -0.4268)
C (-3.0833, -5.7016, -0.8378)
C (-1.6221, -4.0656, 1.3570)
Te (0.1010, -3.4617, 0.2193)
C (0.5377, -5.5132, -0.3725)
Si (1.9067, -6.2267, 0.6787)
C (2.1255, -8.0536, 0.3208)
C (1.5746, -5.9934, 2.5008)
C (3.4846, -5.3233, 0.2518)
H (-5.4948, -4.9135, 1.1562)
H (-4.6432, -3.9706, 2.3902)
H (-4.3007, -5.6930, 2.2026)
H (-4.6199, -2.9957, -1.1016)
H (-2.9982, -2.2986, -1.0212)
H (-4.1320, -2.0369, 0.3123)
H (-4.0606, -5.8701, -1.2993)
H (-2.7637, -6.6411, -0.3794)
H (-2.3734, -5.4550, -1.6317)
H (-1.3119, -4.9705, 1.8868)
H (-1.7739, -3.2913, 2.1135)
H (0.8428, -5.4801, -1.4218)
H (-0.3844, -6.0929, -0.3130)
H (1.2176, -8.6224, 0.5393)
H (2.9371, -8.4743, 0.9220)
H (2.3767, -8.2125, -0.7318)
H (0.7005, -6.5525, 2.8475)
H (1.4048, -4.9343, 2.7107)
H (2.4361, -6.3198, 3.0901)
H (3.8435, -5.5902, -0.7467)
H (4.2811, -5.5501, 0.9662)
H (3.3226, -4.2410, 0.2759)


[2]
Molecular formula: C51H65IN7O4RbSe
Method: DFT, ωB97M-V/def2-TZVPD

Computed properties:
- Energy above the lowest of the compared OMol25 structures with the same formula, charge and spin: 76.27 kcal per mole
- HOMO level (alpha / beta): -1.500 / -1.500 eV
- E_tot: -5389.833227 Eh
- HOMO-LUMO gap (alpha / beta): 4.89 / 4.89 eV
- Charge: -2

Positions of all 130 atoms, in Å:
Rb (-0.0570, 0.0886, -0.1664)
C (4.9351, 2.4051, 3.6138)
C (4.3485, 2.0113, 2.2986)
C (3.3210, 0.9457, 2.4240)
C (3.4686, -0.4218, 2.6158)
C (4.6532, -1.3164, 2.3078)
C (5.1966, -1.8833, 3.7291)
C (2.0673, -0.9903, 2.7804)
N (1.1744, 0.1058, 2.6462)
C (1.9031, 1.2033, 2.4017)
C (1.3182, 2.4529, 2.0577)
C (0.0009, 2.8369, 1.7249)
C (-0.3303, 4.2054, 1.1383)
C (0.6561, 5.3326, 1.1475)
C (0.5084, 6.2536, 2.3222)
C (-1.6225, 4.1443, 0.7420)
C (-2.0461, 2.7624, 1.0952)
C (-3.2369, 2.2452, 0.6188)
C (-3.5239, 0.8593, 0.5788)
N (-2.6541, -0.1034, 0.8654)
C (-3.2982, -1.2982, 0.5980)
C (-2.8084, -2.4926, 0.8596)
C (-1.5869, -2.9866, 1.4470)
N (-0.6138, -2.1469, 1.7568)
C (0.4352, -2.7864, 2.3112)
C (1.6993, -2.2726, 2.6673)
C (0.1455, -4.1949, 2.1813)
C (-1.1384, -4.3240, 1.6312)
C (-1.8469, -5.5065, 1.2452)
C (-2.7943, -6.0443, 2.3141)
C (0.9786, -5.2485, 2.6849)
C (0.4212, -5.7485, 4.0557)
C (-4.6694, -1.0206, 0.1665)
C (-4.8613, 0.3629, 0.2359)
C (-6.1476, 1.0645, -0.2791)
C (-7.1558, 1.3509, 0.8144)
C (-5.7396, -2.0735, -0.0482)
C (-6.5996, -2.2953, 1.1782)
N (-1.0649, 2.0904, 1.7483)
C (-2.3366, 5.1925, -0.0826)
C (-3.1380, 6.2072, 0.7648)
H (5.5934, 3.2680, 3.5853)
H (5.5612, 1.6113, 3.9429)
H (4.1404, 2.6534, 4.2700)
H (5.1687, 1.7914, 1.6026)
H (3.8380, 2.9105, 1.8780)
H (5.5655, -0.8058, 1.9455)
H (4.3989, -2.1263, 1.6468)
H (5.5363, -1.0039, 4.2707)
H (6.1244, -2.4730, 3.5519)
H (4.4534, -2.5127, 4.2473)
H (1.9521, 3.3209, 1.9567)
H (0.4536, 5.8573, 0.2719)
H (1.6893, 4.9338, 1.0205)
H (-0.4662, 6.4484, 2.6586)
H (0.9355, 7.2319, 2.1249)
H (1.0829, 5.8819, 3.1607)
H (-3.9884, 2.9231, 0.2092)
H (-3.5089, -3.2947, 0.6367)
H (2.4891, -2.9835, 2.4947)
H (-1.1426, -6.3446, 0.9651)
H (-2.4357, -5.2606, 0.3733)
H (-2.3095, -6.3309, 3.2407)
H (-3.5023, -6.8491, 2.0530)
H (-3.3978, -5.2260, 2.6595)
H (2.0089, -4.9771, 2.6995)
H (0.8581, -6.1207, 2.0584)
H (-0.0427, -4.8581, 4.6205)
H (1.2061, -6.3917, 4.5982)
H (-0.5852, -6.3335, 3.9151)
H (-6.6228, 0.5176, -1.0554)
H (-5.8074, 1.9888, -0.8368)
H (-7.8134, 0.5317, 1.0987)
H (-7.8921, 2.0577, 0.4993)
H (-6.8398, 1.7865, 1.7426)
H (-5.3292, -3.0872, -0.2725)
H (-6.4069, -1.9056, -0.8583)
H (-6.0854, -2.8687, 1.9667)
H (-7.4774, -2.9072, 0.9288)
H (-6.9125, -1.3255, 1.6070)
H (-2.9523, 4.7214, -0.8347)
H (-1.5826, 5.7709, -0.6490)
H (-3.7703, 5.7025, 1.5078)
H (-3.6588, 6.9230, 0.1210)
H (-2.5143, 6.8570, 1.3786)
O (-3.4047, 1.6353, -3.6027)
H (-3.7805, 1.2564, -2.8257)
H (-2.4656, 1.7812, -3.4164)
O (4.8659, -1.1630, -3.9343)
H (4.3329, -1.8099, -3.4651)
H (4.2618, -0.4109, -3.8934)
O (4.1908, 0.1770, -1.1148)
H (3.6093, 0.6471, -1.7018)
H (4.9069, -0.0890, -1.7537)
O (-0.7036, 2.3612, -2.0622)
H (0.1646, 2.4633, -2.4870)
H (-0.7318, 3.1670, -1.5347)
I (-3.9484, -2.4417, -3.5550)
C (-1.8555, -2.0740, -4.2320)
C (-1.6595, -1.7758, -5.5284)
C (-0.3875, -1.3840, -5.8639)
C (0.5450, -1.1483, -4.9098)
C (0.2534, -1.4176, -3.5505)
N (-0.9821, -1.9578, -3.2174)
H (-2.4058, -1.8179, -6.2812)
H (-0.2022, -1.0703, -6.8629)
H (1.4754, -0.7155, -5.2055)
H (0.9057, -1.2248, -2.6619)
C (0.7494, -4.1892, -1.6466)
C (1.4002, -3.2215, -0.8664)
C (2.5487, -2.6665, -1.4169)
N (3.1727, -3.0189, -2.5422)
C (2.6046, -4.0527, -3.1463)
C (1.4339, -4.7278, -2.7530)
H (-0.3160, -4.4118, -1.3314)
H (0.9755, -2.8615, 0.0549)
H (3.0466, -1.7983, -0.9065)
H (3.1516, -4.4638, -4.0187)
H (0.9906, -5.5210, -3.3382)
Se (2.4879, 1.8827, -3.6701)
C (3.5510, 3.4887, -3.5439)
C (3.9793, 4.0117, -2.3458)
C (4.5792, 5.2711, -2.3215)
N (4.9482, 5.9855, -3.4146)
C (4.6761, 5.4081, -4.6041)
C (3.9740, 4.1884, -4.6948)
H (3.6763, 3.4588, -1.4467)
H (4.8375, 5.7652, -1.3676)
H (4.9269, 5.9616, -5.5326)
H (3.6491, 3.8543, -5.6807)


[3]
Molecular formula: C51H71BN16O4P
Method: DFT, ωB97M-V/def2-TZVPD

Computed properties:
- HOMO level: -9.301 eV
- E_tot: -3528.836234 Eh
- HOMO-LUMO gap: 5.18 eV
- Charge: +1

Positions of all 144 atoms, in Å:
C (-5.5910, 1.2375, -1.5981)
C (-4.5446, 0.0177, -1.4402)
C (-3.1153, 0.6182, -0.9967)
O (-2.9932, 1.0940, 0.1453)
O (-2.0530, 0.5198, -1.9549)
C (-1.5610, 1.8367, -2.3295)
C (-0.0922, 1.6270, -2.9458)
N (0.9316, 2.6065, -2.5407)
N (1.3895, 3.3966, -3.5587)
C (2.4016, 4.3668, -3.1903)
N (2.5362, 4.0849, -1.7937)
C (1.6607, 2.9887, -1.3857)
N (1.5412, 2.4319, -0.1808)
P (2.6238, 3.1495, 1.0759)
O (1.8395, 4.0411, 2.0623)
B (0.7059, 1.2929, 0.3117)
N (0.8174, -0.1500, -0.0835)
O (-0.3020, 1.5984, 1.3027)
H (-5.9031, 1.2792, -2.6993)
H (-5.0439, 2.2120, -1.3472)
H (-6.4925, 1.1436, -0.9014)
H (-4.3994, -0.5731, -2.4031)
H (-4.9425, -0.7271, -0.6628)
H (-2.2455, 2.2548, -3.1592)
H (-1.5922, 2.5947, -1.4693)
H (-0.2142, 1.7048, -4.0890)
H (0.3231, 0.5648, -2.7762)
H (1.1055, 3.3748, -4.5435)
H (2.9285, 5.1259, -3.8444)
H (3.2185, 2.0390, 1.7977)
H (3.7185, 3.8690, 0.5002)
H (0.1106, -0.3025, -0.8216)
H (1.7783, -0.2657, -0.4417)
H (-0.2204, 0.8904, 1.9875)
N (-3.6683, 5.3557, -2.7171)
C (-4.8204, 5.8204, -3.2956)
C (-5.5616, 6.4416, -2.3213)
C (-4.8285, 6.3541, -1.1112)
C (-3.6637, 5.6819, -1.3855)
H (-2.9395, 4.8543, -3.1953)
H (-5.0126, 5.6679, -4.3467)
H (-6.5246, 6.9086, -2.4634)
H (-5.1210, 6.7410, -0.1466)
H (-2.8348, 5.4069, -0.7505)
N (6.1608, 5.5039, -0.5384)
C (7.5225, 5.4588, -0.6786)
C (7.8261, 4.4370, -1.5453)
C (6.6030, 3.8472, -1.9475)
C (5.5912, 4.5270, -1.3134)
H (5.6569, 6.1541, 0.0427)
H (8.1561, 6.1546, -0.1501)
H (8.8184, 4.1472, -1.8563)
H (6.4761, 3.0167, -2.6272)
H (4.5188, 4.3984, -1.3467)
N (11.1404, 2.0142, 0.5544)
C (11.9050, 1.0357, -0.0229)
C (11.3425, 0.7182, -1.2348)
C (10.1991, 1.5393, -1.3978)
C (10.1011, 2.3309, -0.2793)
H (11.3156, 2.4356, 1.4515)
H (12.7799, 0.6500, 0.4777)
H (11.7134, -0.0221, -1.9278)
H (9.5232, 1.5501, -2.2406)
H (9.3837, 3.0881, -0.0051)
N (2.7615, 0.9713, 4.7503)
C (2.2321, -0.1618, 4.1907)
C (2.2803, -1.1608, 5.1308)
C (2.8542, -0.6095, 6.3038)
C (3.1382, 0.7078, 6.0404)
H (2.8573, 1.8601, 4.2857)
H (1.8691, -0.1594, 3.1734)
H (1.9389, -2.1763, 4.9906)
H (3.0386, -1.1200, 7.2377)
H (3.5758, 1.4780, 6.6568)
N (-8.7915, -1.1779, -1.0335)
C (-9.9449, -0.7198, -1.6155)
C (-10.6896, -0.0945, -0.6459)
C (-9.9573, -0.1721, 0.5644)
C (-8.7897, -0.8431, 0.2948)
H (-8.0596, -1.6810, -1.5083)
H (-10.1354, -0.8798, -2.6665)
H (-11.6541, 0.3687, -0.7917)
H (-10.2516, 0.2199, 1.5264)
H (-7.9605, -1.1118, 0.9317)
N (6.7019, 1.0521, 4.0901)
C (7.9716, 0.5554, 3.9519)
C (7.9529, -0.7645, 4.3289)
C (6.6220, -1.0785, 4.7033)
C (5.8714, 0.0601, 4.5432)
H (6.4229, 1.9978, 3.8894)
H (8.7759, 1.1831, 3.5997)
H (8.8024, -1.4310, 4.3338)
H (6.2542, -2.0327, 5.0508)
H (4.8222, 0.2506, 4.7131)
N (7.8036, -0.1996, -6.5244)
C (8.0136, 1.1532, -6.5051)
C (7.8358, 1.5907, -5.2156)
C (7.5122, 0.4590, -4.4268)
C (7.5023, -0.6320, -5.2609)
H (7.8626, -0.7857, -7.3410)
H (8.2693, 1.6862, -7.4081)
H (7.9298, 2.6122, -4.8771)
H (7.3097, 0.4442, -3.3656)
H (7.3066, -1.6752, -5.0650)
N (-11.7881, -3.4456, -1.6569)
C (-13.0222, -2.8542, -1.6562)
C (-13.9594, -3.8293, -1.4156)
C (-13.2644, -5.0539, -1.2594)
C (-11.9266, -4.7859, -1.4105)
H (-10.9149, -2.9690, -1.8127)
H (-13.1271, -1.7940, -1.8278)
H (-15.0269, -3.6776, -1.3571)
H (-13.6952, -6.0234, -1.0580)
H (-11.0631, -5.4315, -1.3650)
N (-8.5199, -5.7435, -2.7007)
C (-8.1140, -5.5444, -3.9936)
C (-7.1286, -6.4588, -4.2736)
C (-6.9367, -7.2426, -3.1086)
C (-7.8106, -6.7805, -2.1557)
H (-9.2296, -5.2115, -2.2258)
H (-8.5594, -4.7706, -4.6003)
H (-6.6049, -6.5542, -5.2131)
H (-6.2372, -8.0554, -2.9818)
H (-7.9878, -7.0982, -1.1395)
N (2.4229, -3.4277, 1.7456)
C (3.3614, -3.6732, 2.7131)
C (3.4995, -5.0338, 2.8335)
C (2.6162, -5.6324, 1.9003)
C (1.9672, -4.6176, 1.2414)
H (2.1163, -2.5157, 1.4505)
H (3.8470, -2.8600, 3.2315)
H (4.1634, -5.5425, 3.5164)
H (2.4719, -6.6888, 1.7296)
H (1.2220, -4.6388, 0.4609)
N (-0.0696, -2.8944, 7.2031)
C (-1.2937, -2.2807, 7.2008)
C (-2.2494, -3.2411, 7.4248)
C (-1.5767, -4.4794, 7.5733)
C (-0.2328, -4.2343, 7.4345)
H (0.8129, -2.4323, 7.0579)
H (-1.3786, -1.2169, 7.0390)
H (-3.3145, -3.0712, 7.4772)
H (-2.0261, -5.4431, 7.7617)
H (0.6190, -4.8957, 7.4790)